(1)
Entry from the Open Molecules 2025 dataset: one molecule with the formula C22H31N3O2 (ωB97M-V/def2-TZVPD).

```
! RIJCOSX wB97M-V def2-TZVPD def2/J DEFGRID3
* xyz 0 1
O 0.77617 2.02665 0.57198
O 1.11015 -0.00706 -2.40098
N -3.11244 -0.02453 -1.97564
N 2.04745 0.21520 1.11919
N 1.04199 -1.54382 -0.73733
C 0.31034 -2.06815 0.41069
C 0.44445 -0.73045 -1.67025
C 3.01263 2.29339 -1.82578
C 0.65024 0.68277 3.14536
C -1.03412 -0.75843 -1.76490
C 2.93056 1.96299 -0.34751
C -1.42422 1.81478 -1.87246
C -0.21532 -0.00149 4.19888
C 4.31243 3.07664 -1.45562
C -1.91655 -1.88004 -1.82505
C 3.01332 -0.73470 0.58881
C -1.80530 0.37578 -1.87786
C -1.02504 -1.63536 2.47529
C 1.82121 1.40154 0.47930
C -1.44058 -0.63981 3.55224
C 4.03102 2.64830 -0.03327
C 2.48904 -1.52125 -0.64037
C -4.47801 -2.13261 -2.10684
C -0.12759 -1.00135 1.41403
C 1.07303 -0.32663 2.08018
C -3.18796 -1.40073 -1.96431
C -4.23231 0.87550 -2.14531
H 3.13448 1.44269 -2.49220
H 2.85713 -1.06879 -1.55650
H -4.08975 1.76494 -1.53508
H 1.54527 1.11863 3.59632
H -4.34440 1.18141 -3.18774
H -4.98517 -1.89535 -3.04510
H 4.52011 2.85974 0.90956
H -1.78364 2.32189 -2.77137
H 4.25546 4.15169 -1.63255
H 5.23177 2.69231 -1.89998
H 3.92697 -0.21046 0.31289
H -0.48630 -2.46885 2.94614
H -1.64597 -2.92397 -1.81570
H -5.14796 0.38424 -1.82594
H -0.56501 -2.62118 0.07847
H -0.34314 1.90341 -1.83732
H -1.82743 2.33556 -1.00037
H -1.90451 -2.06638 1.98852
H 1.62361 -1.11865 2.60677
H 2.19385 2.91291 -2.19181
H 2.86019 -2.54934 -0.59139
H -0.69530 -0.23583 0.87460
H -5.17009 -1.91298 -1.28988
H -2.05868 -1.13496 4.30445
H 0.09148 1.49309 2.68020
H 0.36554 -0.77623 4.71380
H -0.51731 0.72203 4.95863
H -4.28377 -3.20348 -2.09544
H 3.26795 -1.41907 1.39834
H 0.96594 -2.79080 0.90826
H -2.05589 0.14463 3.09890
*
```

The calculated total energy is -1171.663313 hartree. The value obtained for the HOMO energy is -7.8 eV. For the LUMO energy, the calculation gives 0.770 eV. The value obtained for the HOMO-LUMO gap is 8.58 eV. Its energy above the lowest of the compared OMol25 structures with the same formula, charge and spin is 1.773 eV. The SMILES is Cc1cc(C(=O)N2CCN(C(=O)C3=CCC3)[C@H]3CCCC[C@@H]3C2)c(C)n1C.

=====

(2)
Entry from the Open Molecules 2025 dataset: C22H31N5O2SSbZn as an isolated structure at a distorted geometry (ωB97M-V/def2-TZVPD).

```
! RIJCOSX wB97M-V def2-TZVPD def2/J DEFGRID3
* xyz -1 1
Sb 2.34738 -2.14170 -0.11985
Zn -0.24162 -2.14170 -0.11985
S -2.11792 0.44750 -0.94055
O -3.53092 0.24890 -1.51175
O -1.25552 0.43290 -2.21075
N 1.41668 2.47330 -1.78555
N -1.76442 -3.25010 -0.11985
N -1.72792 -1.05980 -0.11985
N -1.47672 5.55120 2.18225
N -3.94512 -2.31590 -0.21365
C 1.50108 3.63710 -0.91145
C 2.38568 -3.11030 -2.05405
C 0.05548 2.27500 -2.27245
C 1.66838 1.11790 1.31465
C 2.00378 1.25740 -1.20185
C -2.28842 -4.57360 -0.14605
C 2.38448 -4.00120 0.98525
C -4.48522 -3.49450 -0.23935
C 0.35468 -0.30650 -0.11985
C 1.03318 0.57320 2.43255
C -1.63172 4.34750 1.45155
C -2.79792 4.11890 0.70585
C -0.77202 2.18980 0.74085
C -1.93642 1.96450 -0.00245
C -3.62762 -4.72220 -0.20245
C -2.52872 -2.21800 -0.13875
C -0.61962 3.37610 1.46575
C 4.49298 -1.87720 -0.04215
C 1.32998 0.68640 0.02435
C -0.27962 -0.85150 0.99455
C -2.94902 2.93200 -0.01815
C 0.05838 -0.41070 2.27235
H 1.39928 -4.50310 0.89525
H 2.42958 1.88200 1.45415
H -1.62702 -5.43260 -0.12955
H -3.85332 2.77040 -0.59115
H -5.56392 -3.59210 -0.29335
H 2.52988 3.79430 -0.56915
H 4.99728 -2.82560 -0.31965
H 4.79218 -1.07880 -0.75175
H 4.79158 -1.58880 0.98675
H 1.21538 4.54280 -1.45855
H -0.43572 -0.83440 3.14265
H 2.59818 -2.35580 -2.83905
H -0.62202 5.72770 2.73025
H -2.21522 6.27030 2.17425
H 2.59618 -3.79010 2.05365
H 3.17588 -3.88890 -2.06735
H 3.17498 -4.66400 0.57675
H 0.01608 1.44760 0.75655
H 0.00468 1.41760 -2.95265
H 2.04318 0.47890 -1.97635
H -0.27092 3.14800 -2.84925
H 0.23618 -3.61210 -0.11985
H 3.05968 1.44800 -0.96565
H -0.66572 2.12180 -1.46225
H -1.03562 -1.61910 0.85895
H 1.40048 -3.58100 -2.24985
H -3.58762 4.85960 0.68525
H 0.28618 3.53880 2.03605
H 0.84948 3.55760 -0.03485
H -4.07462 -5.71020 -0.22865
H 1.29978 0.91630 3.42895
*
```

The calculated total energy is -3698.249186 hartree. The value obtained for the HOMO energy is -3.1 eV. For the LUMO energy, the calculation gives 2.626 eV. The value obtained for the HOMO-LUMO gap is 5.68 eV.

=====

(3)
Entry from the Open Molecules 2025 dataset: one molecule with the formula C22H31N7 (ωB97M-V/def2-TZVPD).

```
! RIJCOSX wB97M-V def2-TZVPD def2/J DEFGRID3
* xyz 0 1
N -1.05250 0.21600 1.02600
N 1.59347 -0.53846 2.26609
N -5.34459 1.91854 1.96838
N -2.19644 3.56047 -1.09908
N -2.43748 1.97662 0.59808
N -5.74653 0.91478 2.77931
N -3.97472 3.77834 0.38638
C -5.23481 3.19714 -0.08279
C 1.49562 0.12925 0.96301
C 3.88392 0.06417 2.84653
C 0.53416 -1.48794 1.89438
C 2.87710 -1.06623 2.66790
C 5.11591 -1.29304 4.57708
C 2.73986 -1.86515 3.95861
C -4.10050 1.41175 6.01028
C 5.24134 -0.46818 3.29857
C -5.56715 1.84510 0.53908
C 4.08906 -2.41152 4.41836
C -5.25286 0.63664 5.31451
C -3.92096 2.76087 5.25480
C -1.29716 1.22138 0.28700
C -4.02871 4.01604 1.83239
C -4.48301 2.42748 3.90725
C -0.62020 1.72937 -0.89036
C -4.57131 2.84719 2.60402
C -2.80820 3.10788 -0.05531
C 0.12367 -0.56205 0.73359
C -5.22825 1.24054 3.94689
C -1.10258 2.82670 -1.50744
H 0.92777 -2.45010 1.53492
H -4.65950 4.89486 1.99318
H -2.87839 3.08002 5.24090
H -0.22683 -1.65954 2.65572
H -6.60972 1.58420 0.36033
H 3.27057 -1.75088 1.88473
H 3.98721 0.62327 1.91278
H -4.94606 1.05168 0.11481
H -4.28133 1.55938 7.07417
H -5.20396 3.11092 -1.16827
H 4.80891 -0.63718 5.39923
H 2.02667 -2.68131 3.81794
H -5.08288 -0.43940 5.30909
H -6.21276 0.81664 5.80465
H 2.32138 -1.20341 4.72454
H 6.08734 -1.70993 4.85282
H 0.24998 1.21512 -1.26928
H 1.50853 1.22033 1.00495
H -0.61692 3.20716 -2.39809
H 4.45599 -3.13810 3.68503
H 0.03021 -1.07803 -0.22632
H 5.66946 -1.09194 2.50614
H -3.18159 0.83205 5.91146
H -4.49757 3.55691 5.73476
H 3.48499 0.75936 3.59304
H -3.03136 4.27238 2.19088
H 5.93475 0.36171 3.45158
H 3.97082 -2.95140 5.36039
H -6.01617 3.91794 0.16941
H -2.94128 1.66887 1.42204
H 2.25091 -0.21487 0.23930
*
```

The calculated total energy is -1240.175837 hartree. The value obtained for the HOMO energy is -8.1 eV. For the LUMO energy, the calculation gives 0.763 eV. The value obtained for the HOMO-LUMO gap is 8.85 eV. Its energy above the lowest of the compared OMol25 structures with the same formula, charge and spin is 0.400 eV. The SMILES is c1c/c(=N\C2CN(C3CCCCC3)C2)[nH]c(N2CCn3nc4c(c3C2)CCC4)n1.